[1]
13
Properties=species:S:1:pos:R:3 method="wB97M-V/def2-TZVPD" gap_ev=10.7 spin_multiplicity=1 relative_energy_kcal_mol=23.66 smiles="C[C@H]1COC=N1"
C -1.37 -0.75 0.34
C -0.34 -0.05 -0.55
C 0.29 1.22 0.05
O 1.55 0.75 0.59
C 1.75 -0.42 -0.04
N 0.82 -0.93 -0.74
H -1.70 -1.67 -0.16
H -2.24 -0.12 0.52
H -0.93 -1.03 1.30
H -0.79 0.18 -1.52
H -0.29 1.71 0.84
H 0.53 1.96 -0.73
H 2.73 -0.86 0.11


[2]
101
Properties=species:S:1:pos:R:3 method="wB97M-V/def2-TZVPD" total_charge=-1 gap_ev="4.5 / 5.3" spin_multiplicity=5 s_squared=6.09
Fe 0.23 -0.19 0.45
C -2.64 1.54 1.36
O -1.57 1.29 0.48
Si -1.00 2.41 -0.68
C -2.55 3.03 -1.56
C -0.39 3.91 0.27
C 0.20 1.45 -1.57
Si 1.72 2.32 -2.07
C 1.40 4.00 -2.91
C 2.80 1.46 -3.36
C 2.87 2.70 -0.62
Si -0.49 0.28 -2.79
C 0.61 -1.18 -3.24
C -2.09 -0.55 -2.22
C -0.92 1.07 -4.46
H -2.45 2.41 2.00
H -2.78 0.66 2.00
H -3.57 1.71 0.81
H -3.19 3.62 -0.90
H -3.14 2.21 -1.96
H -2.26 3.67 -2.40
H -1.06 4.10 1.12
H -0.38 4.81 -0.34
H 0.61 3.76 0.68
H 0.83 3.85 -3.83
H 2.34 4.50 -3.17
H 0.83 4.67 -2.27
H 2.27 1.30 -4.30
H 3.18 0.50 -3.01
H 3.67 2.11 -3.57
H 2.71 3.71 -0.24
H 3.93 2.60 -0.88
H 2.65 2.00 0.19
H 0.86 -1.75 -2.33
H 1.55 -0.87 -3.70
H 0.09 -1.84 -3.94
H -2.02 -0.77 -1.15
H -2.26 -1.48 -2.77
H -2.97 0.09 -2.35
H -0.02 1.50 -4.91
H -1.64 1.89 -4.35
H -1.33 0.34 -5.16
C -0.82 -1.23 6.55
C 0.15 -0.25 6.60
C 0.72 0.23 5.43
C 0.31 -0.25 4.18
C -0.64 -1.26 4.15
C -1.21 -1.74 5.32
P 1.13 0.30 2.58
C 2.76 -0.47 2.99
C 2.92 -1.78 2.52
C 4.04 -2.52 2.85
C 5.03 -1.97 3.66
C 4.87 -0.68 4.15
C 3.74 0.06 3.82
C 1.37 2.07 3.05
C 2.52 2.79 2.75
C 2.61 4.15 3.04
C 1.55 4.81 3.62
C 0.38 4.11 3.89
C 0.29 2.76 3.60
H -1.27 -1.60 7.46
H 0.48 0.15 7.55
H 1.48 1.00 5.49
H -0.94 -1.67 3.20
H -1.97 -2.52 5.27
H 2.14 -2.18 1.88
H 4.15 -3.53 2.47
H 5.91 -2.54 3.90
H 5.62 -0.25 4.80
H 3.63 1.06 4.23
H 3.36 2.29 2.28
H 3.52 4.68 2.79
H 1.62 5.87 3.85
H -0.47 4.63 4.33
H -0.64 2.24 3.80
C 2.23 -3.92 -0.69
O 1.24 -2.93 -0.56
C 1.58 -1.52 -0.37
C 3.02 -1.21 -0.69
H 2.93 -3.92 0.15
H 2.81 -3.82 -1.62
H 1.71 -4.88 -0.70
H 3.72 -2.05 -0.60
H 3.39 -0.43 -0.01
H 3.15 -0.80 -1.71
S -2.00 -1.84 0.93
C -2.38 -2.80 -0.41
N -3.67 -2.93 -0.80
C -4.06 -3.44 -2.10
C -3.09 -4.55 -2.49
C -1.69 -3.98 -2.44
N -1.44 -3.44 -1.11
H -4.28 -2.27 -0.34
H -4.03 -2.65 -2.86
H -5.08 -3.81 -2.04
H -3.32 -4.94 -3.48
H -3.18 -5.36 -1.76
H -1.56 -3.20 -3.20
H -0.94 -4.76 -2.63
H -0.46 -3.20 -0.85


[3]
172
Properties=species:S:1:pos:R:3 method="wB97M-V/def2-TZVPD" gap_ev=10.4 spin_multiplicity=1 relative_energy_kcal_mol=55.88
C 3.12 0.17 -9.18
C 1.83 -0.68 -9.10
O 1.00 -0.21 -10.19
C -0.22 0.24 -9.98
O -0.68 0.37 -8.84
C -1.03 0.63 -11.26
F -1.19 1.92 -11.10
F -0.53 0.42 -12.48
F -2.15 -0.01 -11.12
H 3.99 -0.29 -8.72
H 2.93 1.14 -8.72
H 3.30 0.26 -10.25
H 1.32 -0.68 -8.14
H 2.03 -1.73 -9.35
C 2.97 4.81 -4.54
C 2.49 5.56 -3.31
O 1.67 6.65 -3.78
C 1.18 7.58 -2.91
O 1.21 7.53 -1.66
C 0.48 8.67 -3.61
F -0.55 9.11 -2.85
F 1.38 9.63 -3.85
F -0.01 8.24 -4.79
H 3.76 4.14 -4.20
H 3.34 5.44 -5.34
H 2.16 4.27 -5.03
H 3.38 5.92 -2.80
H 1.84 4.95 -2.68
C 10.14 3.37 2.02
C 9.10 3.84 2.99
O 7.87 3.97 2.30
C 6.78 4.16 2.95
O 6.68 4.22 4.20
C 5.60 4.36 2.02
F 5.19 5.63 2.16
F 5.92 4.13 0.76
F 4.57 3.56 2.46
H 11.17 3.66 2.27
H 10.09 3.82 1.03
H 10.14 2.29 1.91
H 9.29 4.79 3.50
H 9.14 3.14 3.82
C -0.70 -1.77 2.58
C -0.44 -0.30 2.03
O -0.92 -0.21 0.68
C -0.11 0.08 -0.35
O 1.13 0.28 -0.20
C -0.76 -0.01 -1.77
F 0.07 0.60 -2.63
F -0.91 -1.29 -2.12
F -1.93 0.55 -1.79
H -0.13 -2.54 2.07
H -1.76 -1.99 2.41
H -0.33 -1.77 3.61
H 0.64 -0.23 2.08
H -0.89 0.41 2.72
C -5.80 -2.52 -6.82
C -6.07 -3.35 -5.57
O -7.45 -3.38 -5.26
C -8.42 -4.08 -6.02
O -8.21 -4.64 -7.17
C -9.80 -4.03 -5.30
F -10.60 -3.36 -6.13
F -10.33 -5.21 -5.13
F -9.81 -3.29 -4.15
H -4.72 -2.46 -7.00
H -6.20 -1.52 -6.65
H -6.31 -3.03 -7.63
H -5.58 -2.89 -4.71
H -5.67 -4.36 -5.60
C 6.95 -1.12 0.37
C 6.71 -0.99 -1.12
O 8.02 -0.98 -1.74
C 8.20 -1.25 -3.06
O 7.23 -1.35 -3.85
C 9.67 -1.12 -3.61
F 9.70 -0.29 -4.69
F 10.40 -0.60 -2.62
F 10.17 -2.29 -4.04
H 7.42 -2.03 0.73
H 5.97 -1.11 0.84
H 7.50 -0.26 0.78
H 6.13 -0.13 -1.47
H 6.19 -1.87 -1.51
C -3.35 4.61 -4.50
C -4.29 5.35 -3.50
O -3.74 5.26 -2.24
C -4.52 5.27 -1.11
O -5.76 5.34 -1.05
C -3.68 5.18 0.18
F -4.01 4.05 0.82
F -2.37 5.19 -0.16
F -4.01 6.23 0.95
H -2.35 4.78 -4.10
H -3.53 4.94 -5.52
H -3.52 3.53 -4.55
H -5.32 5.02 -3.56
H -4.36 6.44 -3.62
C -4.81 -3.17 7.26
C -5.54 -4.21 8.13
O -6.79 -4.69 7.63
C -7.88 -3.88 7.61
O -7.99 -2.81 8.22
C -8.97 -4.52 6.67
F -8.89 -5.79 6.34
F -10.19 -4.14 7.07
F -8.80 -3.83 5.56
H -4.86 -3.52 6.23
H -3.80 -2.93 7.59
H -5.41 -2.26 7.26
H -5.81 -3.90 9.15
H -4.82 -5.02 8.23
C 2.49 -6.53 7.70
O 1.66 -6.95 6.61
C 0.29 -6.70 6.62
O -0.35 -6.04 7.39
O -0.27 -7.34 5.52
C -1.69 -7.16 5.26
H 3.11 -5.69 7.39
H 3.09 -7.40 7.98
H 1.88 -6.19 8.53
H -1.91 -8.10 4.74
H -1.99 -6.29 4.69
H -2.23 -7.15 6.20
C 1.31 3.85 6.48
O 0.48 5.04 6.48
C 0.98 6.23 6.16
O 0.29 7.19 5.71
O 2.35 6.27 6.40
C 3.09 7.46 6.19
H 2.20 4.11 7.05
H 1.49 3.49 5.47
H 0.83 3.00 6.97
H 2.63 8.33 6.65
H 3.07 7.77 5.14
H 4.09 7.38 6.62
C -8.21 1.16 -2.91
O -8.20 1.29 -1.51
C -7.45 0.40 -0.76
O -6.72 -0.45 -1.24
O -7.52 0.63 0.56
C -6.75 -0.19 1.41
H -7.19 1.22 -3.30
H -8.94 1.89 -3.26
H -8.52 0.18 -3.27
H -7.22 -1.17 1.31
H -6.80 0.17 2.43
H -5.69 -0.34 1.19
C -2.97 -5.43 -1.08
C -2.16 -6.13 -2.10
N -1.54 -6.58 -2.94
H -2.97 -5.96 -0.13
H -4.03 -5.49 -1.33
H -2.64 -4.39 -1.05
C 5.99 0.20 7.94
C 4.95 -0.33 7.05
N 4.07 -0.75 6.40
H 6.99 -0.09 7.64
H 5.78 -0.18 8.94
H 5.93 1.29 7.93
C 5.16 -5.54 3.48
C 6.16 -4.78 4.31
N 6.92 -4.15 4.90
H 4.20 -5.13 3.77
H 5.19 -6.61 3.70
H 5.22 -5.50 2.39
C 2.15 -3.51 -4.02
C 1.96 -3.84 -2.66
N 1.85 -4.11 -1.52
H 2.18 -2.42 -4.01
H 1.28 -3.87 -4.58
H 3.10 -3.83 -4.43


[4]
10
Properties=species:S:1:pos:R:3 method="wB97M-V/def2-TZVPD" gap_ev=10.7 spin_multiplicity=1 relative_energy_kcal_mol=43.02 smiles=O[C@H]1C[C@@H]1F
O -0.11 1.81 -0.52
C -0.23 0.33 -0.69
C 0.81 -0.41 0.18
C -0.67 -0.55 0.39
F -1.16 -1.75 -0.03
H 0.04 1.82 0.49
H -0.52 -0.07 -1.72
H 1.42 -1.00 -0.48
H 1.40 0.06 0.97
H -0.97 -0.23 1.40